[1]
The following is a DFT calculation (the ωB97M-V functional and the def2-TZVPD basis) of a 2-piece molecular cluster, C10H15NO2 overall in a non-equilibrium geometry.

## Properties
* total energy: -16198.84552 eV
* HOMO-LUMO gap: 9.2253 eV
* SMILES: Cc1ccc(O)cc1.CCC(N)=O
* HOMO energy: -0.310 hartree
* relative energy (zero: lowest compared OMol25 entry of this formula, charge and spin): 23.8 kJ/mol

Each line ends with the Löwdin charge.
Element x y z (Å)
O  -2.428  -1.884  0.174  0.04
O  1.645  1.721  -1.927  0.02
N  -4.203  -0.509  0.098  0.15
C  -2.255  -0.740  -2.648  -0.07
C  0.985  1.464  0.325  -0.03
C  2.190  -0.023  1.793  -0.29
C  1.090  0.798  1.534  -0.04
C  -2.936  -0.872  -0.272  -0.57
C  3.104  -0.264  0.781  -0.05
C  1.873  1.160  -0.694  -0.34
C  2.398  -0.561  3.178  -0.06
C  2.899  0.247  -0.493  -0.02
C  -2.271  0.001  -1.294  -0.17
H  1.711  -0.126  3.904  0.07
H  -1.255  0.193  -0.972  0.10
H  3.499  -0.013  -1.359  0.11
H  2.307  -1.649  3.273  0.08
H  0.179  2.165  0.137  0.12
H  -3.240  -0.783  -3.082  0.07
H  3.418  -0.380  3.543  0.08
H  3.955  -0.891  1.004  0.11
H  0.339  0.928  2.302  0.11
H  -1.753  -1.678  -2.487  0.07
H  2.476  1.844  -2.420  0.11
H  -4.693  -1.122  0.728  0.10
H  -1.583  -0.222  -3.325  0.07
H  -4.703  0.226  -0.382  0.10
H  -2.745  0.970  -1.421  0.10

***

[2]
The following is a DFT calculation (the ωB97M-V functional and the def2-TZVPD basis) of one molecule with the formula C10H15NO2S in a non-equilibrium geometry.

## Properties
* total energy: -27030.22007 eV
* HOMO-LUMO gap: 8.9333 eV
* SMILES: C[C@]1(NS)C=CC2=C(COCCO2)C1
* HOMO energy: -0.297 hartree
* relative energy (zero: lowest compared OMol25 entry of this formula, charge and spin): 340.8 kJ/mol

Each line ends with the Löwdin charge.
Element x y z (Å)
S  4.175  0.321  1.162  0.70
O  -1.885  -1.625  -0.091  -0.05
O  -2.554  1.361  0.447  -0.12
N  3.408  0.315  -0.403  -0.40
C  1.402  0.691  -1.801  -0.04
C  1.847  0.193  -0.468  -0.51
C  1.644  -1.336  -0.397  -0.04
C  -1.473  1.156  1.313  -0.18
C  -3.059  -0.889  -0.482  -0.17
C  -0.426  0.175  0.790  -0.10
C  0.984  0.792  0.714  -0.09
C  -0.667  -0.994  0.138  -0.24
C  -3.450  0.259  0.392  -0.21
C  0.441  -1.845  -0.199  -0.02
H  0.366  0.425  -1.863  0.08
H  0.974  1.866  0.697  0.11
H  1.467  1.789  -2.025  0.11
H  -0.937  2.098  1.569  0.13
H  1.454  0.474  1.665  0.10
H  -4.452  0.751  0.142  0.15
H  3.624  1.248  -0.847  0.07
H  2.414  -1.984  -0.742  0.10
H  -3.814  -1.723  -0.309  0.15
H  4.706  -0.927  1.093  -0.15
H  -3.518  -0.279  1.449  0.16
H  1.896  0.351  -2.627  0.05
H  0.304  -2.963  -0.156  0.14
H  -3.044  -0.444  -1.475  0.13
H  -1.828  0.745  2.315  0.14

***

[3]
The following is a DFT calculation (the ωB97M-V functional and the def2-TZVPD basis) of one molecule with the formula C10H15NO3 in a non-equilibrium geometry.

## Properties
* total energy: -18244.55561 eV
* HOMO-LUMO gap: 9.2303 eV
* SMILES: COc1ccc(OC)c([C@@H](O)CN)c1
* HOMO energy: -0.307 hartree
* relative energy (zero: lowest compared OMol25 entry of this formula, charge and spin): 132.7 kJ/mol

Each line ends with the Löwdin charge.
Element x y z (Å)
O  -2.318  -2.245  1.374  -0.07
O  1.993  0.326  -0.833  -0.13
O  0.443  2.800  0.494  -0.05
N  0.741  2.606  -2.188  0.01
C  2.956  0.716  0.140  -0.06
C  -0.466  1.936  -0.176  -0.33
C  -0.135  -2.353  0.390  -0.02
C  -2.208  -3.580  1.677  -0.13
C  -0.234  0.452  0.063  -0.06
C  -1.228  -1.648  0.848  -0.27
C  -1.305  -0.267  0.597  0.06
C  0.933  -0.316  -0.270  -0.27
C  -0.571  2.420  -1.650  -0.23
C  0.933  -1.658  -0.133  -0.01
H  0.728  3.080  -3.090  0.09
H  -1.376  -3.746  2.391  0.10
H  3.324  -0.119  0.718  0.09
H  -1.474  2.091  0.240  0.13
H  -0.057  -3.405  0.566  0.10
H  2.530  1.488  0.799  0.09
H  1.060  3.095  -0.229  0.09
H  -1.324  1.741  -2.187  0.14
H  1.222  1.746  -2.333  0.06
H  -1.040  3.431  -1.585  0.13
H  1.779  -2.219  -0.528  0.13
H  -3.140  -3.895  2.201  0.10
H  -2.228  0.238  0.756  0.11
H  -1.994  -4.245  0.786  0.11
H  3.809  1.208  -0.383  0.10

***

[4]
The following is a DFT calculation (the ωB97M-V functional and the def2-TZVPD basis) of a 2-piece molecular cluster, C10H16 overall in a non-equilibrium geometry.

## Properties
* total energy: -10626.06223 eV
* spin multiplicity: 2
* HOMO-LUMO gap (alpha / beta): 2.7090 / 7.0121 eV
* HOMO energy (alpha / beta): 0.034 / -0.128 hartree
* total charge: -1
* relative energy (zero: lowest compared OMol25 entry of this formula, charge and spin): 216.9 kJ/mol

Each line ends with the Löwdin spin population.
Element x y z (Å)
C  -1.369  1.810  0.490  0.00
C  1.325  0.687  -1.766  0.03
C  0.999  -2.960  -0.733  0.25
C  0.812  -1.677  -1.316  0.06
C  -1.571  1.214  1.857  0.01
C  2.183  -1.784  0.999  0.08
C  1.490  -2.946  0.557  0.16
C  -2.785  1.878  -0.075  0.00
C  2.252  -0.624  0.320  0.19
C  1.436  -0.529  -0.985  0.10
H  0.576  -3.849  -1.196  0.03
H  1.434  -3.800  1.156  0.01
H  -1.533  1.939  2.612  0.00
H  2.822  -1.904  1.909  0.01
H  0.295  0.938  -2.259  0.00
H  -2.499  0.679  1.981  0.00
H  -2.825  1.834  -1.116  0.00
H  -0.800  1.224  -0.223  0.00
H  -0.845  2.682  0.476  0.00
H  1.959  0.413  -2.633  0.01
H  -3.365  1.143  0.311  0.00
H  0.006  -1.511  -2.024  0.00
H  2.751  0.321  0.633  0.03
H  1.502  1.675  -1.279  0.00
H  -3.187  2.877  0.249  0.00
H  -1.065  0.271  2.055  0.01